Density functional theory data (the ωB97M-V functional and the def2-TZVPD basis) for C23H15Br3N6O3V as an isolated structure.

Calculated values
- largest force on an atom (eV/A) = 0.4
- multiplicity = 4
- energy above the lowest of the compared OMol25 structures with the same formula, charge and spin (kcal per mole) = 0.0
- Kohn-Sham gap (alpha / beta) (eV) = 6.30 / 6.67
- E_tot (eV) = -274996.956

Geometry as XYZ:
```
51
Properties=species:S:1:pos:R:3:nbo_charge:R:1
V 0.06754 -0.18251 0.18947 1.200
C -0.68789 -2.60274 -2.18240 -0.636
C -1.80750 -1.62191 -1.99156 0.249
C -3.03427 -1.79719 -2.65764 -0.265
C -4.05301 -0.90826 -2.47544 -0.106
C -3.87166 0.19944 -1.62179 -0.132
C -4.83646 1.19667 -1.36266 -0.120
Br -6.55161 1.10793 -2.17589 0.037
C -4.55337 2.24170 -0.52844 -0.206
C -3.30137 2.34079 0.08509 -0.175
Br -2.93710 3.80877 1.22106 0.059
C -2.29187 1.40149 -0.10205 0.315
O -1.12346 1.46331 0.43501 -0.747
C -2.61446 0.30988 -0.98627 0.174
N -1.61052 -0.60133 -1.17785 -0.493
H -0.91849 -3.30496 -2.98144 0.221
H -0.52371 -3.16720 -1.26315 0.228
H 0.23719 -2.07966 -2.42435 0.227
H -3.15916 -2.64710 -3.31513 0.220
H -4.99928 -1.03910 -2.98255 0.232
H -5.29864 3.00154 -0.33987 0.239
N 3.36524 -2.97339 0.21168 -0.326
C 2.05913 -2.85319 0.47104 0.225
N 1.62807 -1.72643 -0.04590 -0.504
C 2.74528 -1.17312 -0.60223 0.288
N 3.82513 -1.90702 -0.46704 -0.239
C 2.66856 0.14948 -1.22032 0.108
C 3.72933 0.77681 -1.85625 0.045
N 3.61036 1.99175 -2.37402 -0.360
C 2.42909 2.59094 -2.24590 0.009
C 1.35865 1.98497 -1.60805 0.025
N 1.47753 0.75755 -1.10297 -0.420
H 4.00006 -3.70136 0.49225 0.428
H 1.47812 -3.56665 1.03101 0.236
H 4.68857 0.28138 -1.94002 0.217
H 2.33578 3.58726 -2.65826 0.211
H 0.40427 2.47699 -1.47376 0.237
Br 3.31865 -1.39393 3.62876 0.045
C 1.76015 -1.06282 4.66961 -0.073
C 1.87545 -1.21477 6.04139 -0.231
C 0.76067 -1.02388 6.84482 -0.195
C -0.46204 -0.70651 6.27399 -0.211
C -0.56681 -0.57609 4.89916 -0.178
C 0.54523 -0.73501 4.07948 -0.094
C 0.36719 -0.53466 2.60492 0.734
O -0.59951 -1.10735 2.02720 -0.703
O 1.16792 0.20682 1.97654 -0.694
H 2.82947 -1.48144 6.47391 0.227
H 0.85132 -1.13202 7.91766 0.218
H -1.33332 -0.56460 6.89935 0.219
H -1.51518 -0.34099 4.43401 0.237
```